(1)
Entry from OMol25: a structure of composition C14H35NP2PtS2 in a non-equilibrium geometry (the ωB97M-V functional and the def2-TZVPD basis).

Output
* 2S+1: 3
* highest occupied orbital energy (alpha / beta): -12.312 / -15.426 eV
* total charge: +2
* energy relative to the best compared isomer or geometry (same formula, charge and spin): 3.4 kcal per mole
* HOMO-LUMO gap (alpha / beta): 7.52 / 8.24 eV

Cartesian coordinates (Å):
S1 2.337 -0.696 -0.387
C1 1.377 -0.962 2.917
H1 2.720 2.279 -1.697
C2 -2.806 -0.745 -1.110
H2 2.366 -1.147 2.474
P1 0.886 2.382 -0.096
N1 -0.588 -1.739 -0.830
S2 -2.159 0.912 -0.683
C3 -1.375 -2.536 2.465
H3 0.647 -2.168 -2.462
H4 3.526 0.423 -2.102
H5 -2.777 1.392 -2.945
H6 0.768 -1.852 2.762
H7 -3.655 -0.568 -1.783
C4 1.751 -2.424 -0.603
H8 -0.862 -2.170 0.051
H9 -2.262 -2.343 1.858
C5 0.495 -2.552 -1.448
H10 1.885 0.026 -2.699
H11 -1.611 -0.204 3.004
H12 0.208 4.608 0.350
H13 -2.198 -2.656 -1.931
H14 2.286 1.594 3.276
H15 -1.033 0.954 -2.853
H16 2.606 -2.940 -1.053
H17 2.212 3.950 -1.319
H18 3.153 -1.243 -2.560
H19 1.573 -2.804 0.414
H20 -1.424 -1.273 -2.710
C6 -1.849 1.503 -2.374
H21 -1.780 1.333 2.160
H22 -2.149 -1.776 4.338
H23 1.436 -0.810 4.003
H24 -1.040 1.314 3.787
H25 -1.600 2.569 -2.315
C7 1.860 2.934 -1.524
C8 -1.144 0.768 2.844
H26 -3.169 -1.178 -0.163
H27 -0.480 -2.494 4.405
H28 3.010 2.182 1.082
C9 2.740 -0.334 -2.122
C10 -1.772 -1.661 -1.739
P2 0.487 0.424 2.167
H29 1.217 2.941 -2.410
Pt1 0.077 0.193 -0.086
C11 2.019 2.597 1.357
C12 -0.359 3.692 0.152
H30 -1.008 3.467 1.002
H31 -0.968 3.847 -0.742
H32 2.159 3.685 1.504
H33 0.808 2.599 3.192
C13 -1.335 -2.228 3.773
H34 -0.655 -3.218 1.997
H35 0.205 -3.609 -1.565
C14 1.468 1.927 2.624

***

(2)
Entry from OMol25: an isolated molecule of C5H8N2S in a non-equilibrium geometry (the ωB97M-V functional and the def2-TZVPD basis).

Output
* 2S+1: 1
* highest occupied orbital energy: -8.839 eV
* total charge: 0
* energy relative to the best compared isomer or geometry (same formula, charge and spin): 88.4 kcal per mole
* HOMO-LUMO gap: 8.21 eV

Cartesian coordinates (Å):
C1 0.152 -0.844 0.352
N1 0.889 0.050 -0.629
H1 -1.491 -0.004 1.565
C2 -1.207 -0.025 0.556
C3 2.310 -0.288 -0.357
H2 -1.992 -0.680 -1.421
S1 -3.981 0.088 -0.269
C4 -2.304 -0.217 -0.440
H3 0.558 -0.963 1.340
H4 2.629 -1.347 -0.272
N2 0.585 1.394 -0.309
H5 2.681 0.484 0.591
H6 2.854 0.289 -1.195
C5 -0.537 1.453 0.216
H7 -1.106 2.361 0.408
H8 -0.039 -1.750 -0.137

***

(3)
Entry from OMol25: a cluster of 2 separate species, C3H5B in total in a non-equilibrium geometry (the ωB97M-V functional and the def2-TZVPD basis).

Output
* 2S+1: 1
* highest occupied orbital energy: -7.647 eV
* total charge: 0
* energy relative to the best compared isomer or geometry (same formula, charge and spin): 91.6 kcal per mole
* HOMO-LUMO gap: 7.59 eV

Cartesian coordinates (Å):
C1 -1.181 -0.127 -0.087
H1 -2.045 0.199 0.278
H2 -1.510 -0.390 -1.054
C2 -0.011 0.683 0.050
B1 -0.077 -1.144 0.324
H3 0.010 1.596 1.324
H4 2.089 -0.062 0.400
C3 1.146 -0.266 -0.152
H5 1.579 -0.488 -1.083

***

(4)
Entry from OMol25: a structure of composition C4H4NO in a non-equilibrium geometry (the ωB97M-V functional and the def2-TZVPD basis).

Output
* 2S+1: 1
* highest occupied orbital energy (alpha / beta): -14.892 / -14.891 eV
* total charge: +1
* energy relative to the best compared isomer or geometry (same formula, charge and spin): 86.2 kcal per mole
* HOMO-LUMO gap (alpha / beta): 8.18 / 8.18 eV

Cartesian coordinates (Å):
C1 -0.007 -1.145 0.158
C2 1.298 0.992 -0.123
H1 -0.130 -1.528 1.235
C3 0.083 1.436 0.260
H2 -0.217 -2.015 -0.623
C4 -1.217 1.068 -0.019
H3 2.291 1.541 -0.467
N1 0.989 -0.269 -0.028
H4 -1.929 1.850 -0.341
O1 -1.527 -0.163 -0.124

***

(5)
Entry from OMol25: a structure of composition C2H3NO2 in a non-equilibrium geometry (the ωB97M-V functional and the def2-TZVPD basis).

Output
* 2S+1: 1
* highest occupied orbital energy: -9.971 eV
* total charge: 0
* energy relative to the best compared isomer or geometry (same formula, charge and spin): 108.3 kcal per mole
* HOMO-LUMO gap: 9.65 eV

Cartesian coordinates (Å):
N1 1.234 0.179 -0.152
H1 0.236 1.878 -0.648
C1 -1.180 0.063 0.152
O1 1.063 -1.163 0.118
O2 -1.351 -1.127 -0.346
C2 0.110 0.819 -0.152
H2 1.970 -1.415 0.008
H3 -2.082 0.767 1.020

***

(6)
Entry from OMol25: a structure of composition C28H23AuClN4OS2 (the ωB97M-V functional and the def2-TZVPD basis).

Output
* 2S+1: 3
* highest occupied orbital energy (alpha / beta): -9.716 / -10.302 eV
* total charge: +1
* HOMO-LUMO gap (alpha / beta): 6.45 / 6.21 eV

Cartesian coordinates (Å):
C1 1.421 -1.636 -3.618
C2 0.877 -1.372 -2.380
C3 -1.413 -2.940 -0.052
C4 -0.293 -3.527 -2.494
H1 0.088 0.387 5.356
C5 3.448 3.781 0.613
C6 1.151 -2.837 -4.290
H2 0.124 -4.710 -4.244
O1 0.425 1.880 0.208
C7 3.867 2.115 -1.059
C8 -1.174 3.495 4.865
H3 -5.575 0.092 -2.002
H4 -1.250 2.218 1.724
H5 -1.833 -2.681 0.908
C9 2.175 3.304 0.780
C10 -0.024 -2.317 -1.810
H6 1.498 3.757 1.492
H7 -1.817 4.277 2.973
H8 2.072 -0.910 -4.087
H9 -2.406 -4.840 -0.176
C11 -4.493 0.152 -0.147
C12 1.667 2.227 0.015
C13 4.307 3.169 -0.311
C14 -0.564 1.176 3.471
Au1 -0.073 -0.143 0.210
H10 -3.833 -0.195 -2.133
N1 1.136 -0.226 -1.633
C15 -0.634 2.405 5.534
C16 -5.065 1.366 0.284
H11 3.806 4.615 1.200
C17 2.551 1.615 -0.928
H12 -4.637 3.892 1.958
C18 -1.182 -4.443 -1.889
C19 -1.401 3.425 3.498
C20 -1.731 -4.157 -0.671
N2 -3.741 -0.582 0.657
N3 -3.992 1.039 2.325
H13 -5.720 1.932 -0.361
S1 -2.648 -1.119 3.024
S2 -0.264 -0.369 2.672
N4 -0.613 -2.054 -0.606
C21 -3.502 -0.179 1.906
C22 0.324 -3.775 -3.738
H14 -6.280 3.321 1.684
C23 -5.326 3.064 2.139
H15 -4.864 -1.456 -1.474
H16 1.612 -3.022 -5.251
H17 3.024 0.104 -2.360
C24 -1.100 2.268 2.794
H18 -0.457 2.452 6.600
C25 -4.789 1.805 1.551
H19 4.547 1.639 -1.755
C26 -4.720 -0.379 -1.522
C27 -0.327 1.244 4.843
H20 -1.413 -5.367 -2.405
Cl1 5.936 3.732 -0.466
H21 -1.413 4.397 5.413
C28 2.230 0.460 -1.699
H22 -3.750 1.338 3.261
H23 -5.458 2.961 3.216